DFT (ωB97M-V with the def2-TZVPD basis set) results for a molecular structure, C35H26AlF20N4O10S at a distorted geometry.

Total charge ... -1
Orbital gap ... 5.376 eV
Highest occupied orbital energy ... -5.14 eV

Each line ends with the Löwdin charge.
Positions of all 97 atoms, in Å:
O: -4.26 -4.77 0.44  -0.446
S: -4.09 -6.08 1.30  0.737
O: -5.48 -6.67 1.63  -0.442
Al: -2.83 -7.50 -0.05  0.345
C: -1.63 -6.21 -1.18  -0.284
C: -0.70 -5.41 -0.09  -0.177
C: 0.11 -4.11 -0.72  -0.175
F: 1.56 -4.38 -0.44  -0.035
F: -0.13 -4.07 -2.19  -0.006
C: -0.44 -2.72 0.04  -0.105
F: -0.30 -2.89 1.50  0.034
F: -1.93 -2.71 -0.23  0.023
C: 0.19 -1.34 -0.58  -0.074
F: -0.83 -0.80 -1.54  0.033
F: 1.40 -1.62 -1.44  0.028
C: 0.68 -0.24 0.53  -0.066
F: 1.39 0.84 -0.25  0.012
F: 1.74 -0.78 1.47  0.035
C: -0.53 0.51 1.35  -0.065
F: -0.66 1.94 0.87  0.015
F: -1.89 -0.09 1.11  0.047
C: -0.34 0.57 2.98  -0.075
F: -0.34 -0.81 3.58  0.042
F: -1.60 1.21 3.51  0.026
C: 0.89 1.52 3.51  -0.073
F: 0.29 2.75 4.14  0.027
F: 1.81 2.01 2.45  0.031
C: 1.75 0.79 4.74  -0.127
F: 0.83 0.56 5.91  0.052
F: 2.80 1.76 5.22  0.020
F: 2.48 -0.42 4.31  0.057
C: -3.15 -5.65 2.91  -0.309
F: -3.89 -6.05 4.13  -0.010
F: -1.87 -6.45 2.93  -0.059
F: -2.80 -4.19 2.87  -0.031
H: -1.83 -8.25 0.93  -0.076
H: -3.72 -8.45 -0.94  -0.028
H: -2.38 -5.42 -1.66  0.069
H: -1.03 -6.79 -2.01  0.065
H: 0.07 -6.21 0.35  0.137
H: -1.40 -5.10 0.80  0.075
C: -9.55 -10.55 -1.18  -0.093
C: -9.10 -9.45 -1.91  -0.079
C: -7.84 -8.91 -1.66  0.003
C: -7.03 -9.49 -0.68  -0.119
C: -7.48 -10.60 0.06  0.000
C: -8.75 -11.12 -0.20  -0.081
N: -5.69 -8.95 -0.42  -0.339
O: -5.33 -7.97 -1.08  -0.067
O: -4.99 -9.52 0.43  0.001
H: -10.54 -10.97 -1.39  0.099
H: -9.74 -9.01 -2.68  0.103
H: -7.50 -8.05 -2.24  0.119
H: -6.87 -11.05 0.83  0.118
H: -9.11 -11.98 0.37  0.102
C: 3.11 4.58 0.70  -0.060
C: 3.56 5.68 -0.02  -0.056
C: 4.83 6.22 0.23  0.003
C: 5.64 5.64 1.21  -0.141
C: 5.18 4.54 1.95  0.007
C: 3.91 4.01 1.69  -0.058
N: 6.98 6.18 1.47  -0.316
O: 7.33 7.17 0.81  0.040
O: 7.67 5.62 2.32  0.063
H: 2.12 4.17 0.50  0.103
H: 2.93 6.12 -0.79  0.112
H: 5.16 7.08 -0.35  0.111
H: 5.80 4.08 2.72  0.120
H: 3.55 3.15 2.26  0.086
C: -3.48 4.07 0.40  -0.062
C: -2.27 4.67 0.03  -0.063
C: -2.28 5.91 -0.61  0.002
C: -3.50 6.54 -0.87  -0.145
C: -4.71 5.94 -0.51  -0.003
C: -4.69 4.70 0.13  -0.063
N: -3.51 7.86 -1.53  -0.328
O: -2.41 8.35 -1.85  0.058
O: -4.60 8.40 -1.71  0.057
H: -3.47 3.10 0.91  0.108
H: -1.33 4.17 0.25  0.089
H: -1.33 6.36 -0.89  0.117
H: -5.66 6.42 -0.71  0.118
H: -5.63 4.22 0.42  0.110
C: 10.50 6.16 -2.95  -0.074
C: 9.57 6.50 -1.97  -0.058
C: 8.29 6.92 -2.35  0.005
C: 7.96 7.01 -3.71  -0.139
C: 8.91 6.69 -4.69  -0.004
C: 10.18 6.26 -4.31  -0.072
N: 6.62 7.44 -4.10  -0.324
O: 5.82 7.74 -3.20  0.054
O: 6.35 7.47 -5.31  0.062
H: 11.50 5.82 -2.66  0.107
H: 9.83 6.42 -0.92  0.110
H: 7.57 7.18 -1.57  0.092
H: 8.67 6.76 -5.75  0.118
H: 10.92 6.00 -5.06  0.106

DFT (ωB97M-V with the def2-TZVPD basis set) results for a molecular structure, C49H62N2O5P2S3SiY at a distorted geometry.

Total charge ... -1
Orbital gap ... 6.846 eV
Highest occupied orbital energy ... -4.72 eV
Energy relative to the best compared isomer or geometry (same formula, charge and spin) ... 36.91 kcal per mole

Each line ends with the Löwdin charge.
Positions of all 125 atoms, in Å:
Y: 0.02 0.34 -1.53  1.183
S: -1.04 2.68 -2.86  0.598
C: -0.04 2.88 -4.27  -0.749
C: -0.51 3.81 -5.21  -0.327
N: -0.90 4.59 -5.95  0.151
C: 1.14 2.23 -4.53  -0.738
S: 1.98 1.10 -3.50  0.636
C: 1.79 2.47 -5.75  -0.327
N: 2.37 2.62 -6.74  0.152
C: -2.06 3.67 0.97  -0.300
C: -0.59 3.36 0.70  -0.396
P: 0.68 3.52 2.05  1.083
C: 0.45 1.96 3.01  -0.437
C: 1.51 1.58 3.82  -0.131
C: 1.42 0.45 4.61  -0.091
C: 0.27 -0.32 4.61  -0.095
C: -0.78 0.04 3.78  -0.098
C: -0.69 1.16 2.98  -0.141
C: -0.25 4.66 3.17  -0.383
C: -0.91 4.27 4.32  -0.088
C: -1.61 5.20 5.07  -0.090
C: -1.65 6.52 4.69  -0.104
C: -0.96 6.93 3.56  -0.096
C: -0.25 6.01 2.82  -0.118
C: -2.95 2.99 -0.09  -0.372
P: -2.97 1.14 0.18  1.081
C: -3.79 0.47 -1.32  -0.377
C: -3.83 -0.92 -1.43  -0.148
C: -4.52 -1.53 -2.46  -0.086
C: -5.12 -0.76 -3.43  -0.086
C: -5.03 0.62 -3.37  -0.075
C: -4.38 1.24 -2.31  -0.091
C: -4.50 1.03 1.23  -0.320
C: -5.18 -0.19 1.31  -0.095
C: -6.35 -0.30 2.03  -0.085
C: -6.87 0.79 2.70  -0.100
C: -6.18 1.99 2.67  -0.089
C: -5.00 2.10 1.96  -0.092
H: -2.22 4.75 0.92  0.114
H: -2.34 3.35 1.97  0.077
H: -0.23 3.99 -0.12  0.068
H: -0.50 2.32 0.36  -0.003
H: 2.41 2.18 3.83  0.098
H: 2.25 0.14 5.24  0.102
H: 0.18 -1.19 5.25  0.102
H: -1.68 -0.56 3.77  0.104
H: -1.51 1.41 2.32  0.048
H: -0.90 3.23 4.63  0.096
H: -2.15 4.88 5.96  0.099
H: -2.21 7.24 5.27  0.096
H: -0.98 7.97 3.27  0.099
H: 0.30 6.33 1.94  0.102
H: -2.53 3.17 -1.08  -0.027
H: -3.96 3.39 -0.07  0.082
H: -3.31 -1.53 -0.70  0.082
H: -4.56 -2.61 -2.52  0.106
H: -5.65 -1.23 -4.25  0.103
H: -5.47 1.23 -4.15  0.102
H: -4.33 2.31 -2.28  0.094
H: -4.80 -1.04 0.77  0.087
H: -6.88 -1.25 2.04  0.102
H: -7.80 0.71 3.24  0.097
H: -6.57 2.85 3.20  0.101
H: -4.48 3.05 1.98  0.087
C: 3.21 -3.87 -2.33  -0.026
C: 2.86 -2.44 -2.74  -0.623
C: 4.12 -1.72 -3.20  -0.031
C: 1.85 -2.49 -3.90  -0.032
O: 2.25 -1.75 -1.65  -0.198
Si: 2.83 -1.65 -0.12  -0.113
S: 1.48 -0.42 0.87  0.481
O: 3.04 -3.09 0.62  -0.162
C: 2.21 -3.93 1.40  -0.637
C: 2.18 -3.40 2.84  -0.034
C: 0.79 -3.99 0.83  -0.029
C: 2.85 -5.33 1.34  -0.022
O: 4.31 -0.98 -0.21  -0.142
C: 5.43 -1.07 0.64  -0.641
C: 6.09 -2.44 0.42  -0.019
C: 6.39 0.06 0.24  -0.021
C: 5.01 -0.90 2.10  -0.026
H: 3.58 -4.41 -3.20  0.090
H: 2.33 -4.38 -1.95  0.079
H: 3.98 -3.86 -1.57  0.074
H: 4.60 -2.28 -4.00  0.090
H: 4.82 -1.63 -2.37  0.063
H: 3.87 -0.73 -3.55  0.029
H: 2.31 -2.99 -4.75  0.090
H: 1.57 -1.48 -4.20  0.036
H: 0.96 -3.04 -3.62  0.070
H: 1.86 -2.36 2.83  0.040
H: 3.16 -3.46 3.29  0.080
H: 1.48 -3.98 3.44  0.086
H: 0.31 -3.03 0.97  0.035
H: 0.21 -4.75 1.34  0.093
H: 0.83 -4.21 -0.23  0.076
H: 3.89 -5.27 1.66  0.081
H: 2.82 -5.71 0.32  0.079
H: 2.32 -6.02 1.99  0.082
H: 6.43 -2.52 -0.61  0.085
H: 5.34 -3.21 0.60  0.066
H: 6.93 -2.59 1.09  0.085
H: 6.59 0.01 -0.83  0.084
H: 7.33 -0.02 0.79  0.083
H: 5.93 1.02 0.46  0.084
H: 4.38 -1.73 2.39  0.058
H: 4.43 0.01 2.21  0.080
H: 5.88 -0.87 2.75  0.089
O: 1.80 2.24 -0.58  -0.234
H: 2.37 2.41 -1.34  0.005
H: 2.33 1.74 0.07  -0.025
O: -1.43 -1.39 0.80  -0.174
H: -0.54 -1.11 1.09  -0.120
H: -2.02 -1.17 1.53  0.010
C: -2.33 -3.06 -4.59  -0.115
C: -2.22 -1.72 -4.92  -0.106
C: -1.63 -0.83 -4.03  -0.149
C: -1.15 -1.22 -2.78  -0.304
C: -1.30 -2.58 -2.47  -0.179
C: -1.88 -3.48 -3.35  -0.125
H: -2.76 -3.76 -5.29  0.093
H: -2.58 -1.36 -5.88  0.100
H: -1.58 0.21 -4.34  0.069
H: -0.97 -2.95 -1.50  0.078
H: -1.97 -4.52 -3.07  0.095

DFT (ωB97M-V with the def2-TZVPD basis set) results for 40 unconnected molecules or ions with the total composition H80O40 at a distorted geometry.

Total charge ... -1
Orbital gap (alpha / beta) ... 2.218 / 8.844 eV
Spin multiplicity ... 2
Highest occupied orbital energy (alpha / beta) ... -0.75 / -7.42 eV
Energy relative to the best compared isomer or geometry (same formula, charge and spin) ... 131.42 kcal per mole

Each line ends with the Mulliken spin population.
Positions of all 120 atoms, in Å:
H: -2.42 3.53 -3.86  0.163
H: -3.40 2.57 -2.98  0.181
O: -2.52 2.73 -3.16  -0.574
H: 3.66 -4.65 1.28  0.002
H: 3.16 -3.13 1.21  0.003
O: 3.42 -3.84 1.77  0.003
H: 3.09 -5.29 -2.96  0.002
H: 3.69 -4.09 -2.32  -0.001
O: 3.59 -4.99 -2.22  -0.002
H: -3.25 0.47 4.16  0.000
H: -3.45 2.16 4.18  -0.001
O: -3.28 1.28 3.64  0.004
H: -2.49 6.10 1.27  0.001
H: -2.64 4.63 0.79  0.008
O: -2.97 5.32 1.42  0.003
H: -0.42 3.27 -2.36  0.122
O: 0.20 2.73 -1.84  0.010
H: 1.48 -0.10 -4.63  0.016
O: 2.37 0.07 -4.34  -0.042
H: -3.38 -2.33 4.23  -0.001
H: -3.84 -1.49 3.26  0.003
O: -3.72 -1.33 4.24  0.004
H: 0.86 -4.82 -2.16  0.002
H: -0.19 -4.28 -3.00  0.003
O: 0.79 -4.42 -3.07  -0.017
H: 2.09 0.75 5.61  0.000
H: 2.92 1.72 4.49  -0.001
O: 2.76 0.88 4.92  0.000
H: -5.19 -1.79 -2.24  0.013
H: -5.06 -0.72 -3.35  -0.012
O: -4.83 -1.66 -3.07  -0.016
H: 4.45 -1.36 -3.56  0.002
O: 4.16 -1.14 -2.63  0.002
H: -1.86 0.56 -6.59  0.052
H: -1.61 2.08 -5.90  0.064
O: -1.87 1.11 -5.83  -0.139
H: 1.55 -4.59 1.09  0.000
H: 0.21 -4.52 1.74  0.003
O: 0.65 -4.68 0.88  0.002
H: -2.92 -4.29 -0.50  -0.001
H: -2.55 -4.31 1.01  -0.001
O: -3.09 -3.80 0.31  0.018
H: 1.22 -1.10 -0.58  0.054
H: 1.34 -0.60 -2.09  0.065
O: 1.01 -1.23 -1.50  -0.125
H: 3.20 -0.68 3.96  0.000
H: 3.67 -1.84 3.29  0.001
O: 2.99 -1.13 3.16  -0.005
H: 5.37 2.55 -2.71  0.004
H: 5.06 3.26 -1.41  0.025
O: 5.02 2.44 -1.85  -0.022
H: -2.59 2.98 -0.69  0.008
O: -2.74 3.94 -0.63  0.126
H: -5.45 -2.92 -1.02  -0.003
H: -5.72 -3.55 0.31  0.003
O: -6.05 -2.85 -0.29  -0.013
H: -0.18 -2.91 2.98  -0.012
O: 0.15 -3.81 3.29  -0.002
H: 4.91 -2.09 0.98  0.000
H: 4.57 -1.48 -0.39  0.006
O: 5.13 -2.12 0.02  -0.005
H: 1.27 0.72 1.06  0.031
H: 1.97 1.51 1.91  0.016
O: 1.53 0.63 2.01  -0.071
H: -2.41 0.00 -2.20  0.059
H: -3.63 -0.27 -1.12  0.085
O: -2.99 0.42 -1.60  -0.015
H: 0.83 6.60 -0.11  -0.013
H: -0.05 5.29 -0.30  0.019
O: 0.26 5.94 0.33  0.050
H: -4.52 1.37 1.80  -0.001
H: -3.84 1.68 0.38  0.019
O: -4.61 1.73 0.94  -0.001
H: -0.17 -0.98 1.63  -0.018
H: 0.02 -2.33 0.96  -0.004
O: -0.44 -1.89 1.72  0.227
H: 4.00 5.01 0.24  -0.003
H: 4.33 4.60 1.82  0.003
O: 4.62 4.65 0.88  -0.016
H: 1.24 2.97 2.71  0.003
H: 0.32 3.46 3.97  0.001
O: 1.04 3.68 3.34  0.002
H: -2.58 -4.37 3.34  0.001
H: -1.73 -4.38 4.72  0.000
O: -2.35 -3.95 4.15  0.004
H: -0.58 -2.04 -5.47  0.033
H: -0.34 -0.57 -5.37  0.025
O: 0.14 -1.40 -5.21  -0.071
H: 3.11 -0.02 0.25  0.020
O: 2.53 0.62 -0.28  -0.033
H: 5.22 0.74 2.90  0.003
H: 4.13 0.04 2.18  0.002
O: 4.50 0.92 2.32  -0.016
H: -2.58 4.15 -1.56  0.034
H: 0.09 1.90 -2.28  -0.087
H: 1.11 -3.70 3.39  -0.001
H: 2.56 -0.33 -3.56  0.041
H: 4.80 -0.43 -2.47  0.000
H: 3.36 1.19 -0.35  -0.003
O: -5.25 -1.46 1.72  -0.002
H: -6.24 -1.65 1.71  0.000
H: -5.02 -1.38 0.81  -0.016
O: -1.34 -2.64 -1.73  0.005
H: -0.73 -1.92 -1.48  0.069
H: -1.43 -2.43 -2.67  0.025
O: 2.60 3.30 -0.58  -0.114
H: 1.88 3.44 -1.23  0.048
H: 3.47 3.23 -1.13  0.024
O: -2.87 -1.23 0.10  0.489
H: -2.89 -2.23 0.06  -0.026
H: -2.18 -0.86 0.61  -0.052
O: -0.02 0.17 0.13  0.152
H: 0.05 0.97 -0.34  -0.014
H: -0.95 -0.09 -0.24  0.061
O: 0.97 5.50 -3.36  -0.062
H: 1.91 5.31 -3.74  -0.026
H: 0.96 4.81 -2.66  0.130
O: -0.57 1.72 4.78  0.002
H: -0.15 1.31 4.05  0.003
H: -1.41 1.77 4.37  -0.002

DFT (ωB97M-V with the def2-TZVPD basis set) results for a single C3H11N2 molecule at a distorted geometry.

Orbital gap (alpha / beta) ... 4.370 / 10.153 eV
Spin multiplicity ... 2
Highest occupied orbital energy (alpha / beta) ... -3.41 / -9.48 eV
Energy relative to the best compared isomer or geometry (same formula, charge and spin) ... 45.59 kcal per mole

Each line ends with the Mulliken spin population.
Positions of all 16 atoms, in Å:
C: 0.00 0.20 1.34  0.571
N: -1.44 0.27 0.83  2.068
C: 0.74 -0.81 0.47  0.238
N: 0.41 -0.67 -0.96  0.057
C: 0.55 0.59 -1.68  0.178
H: -0.17 -0.25 2.32  -0.332
H: 0.48 1.16 1.37  -0.138
H: -2.00 -0.56 1.18  -0.701
H: -1.88 1.20 1.07  -0.602
H: 0.28 -1.77 0.70  -0.108
H: 1.82 -0.87 0.66  0.015
H: 0.97 -1.37 -1.43  -0.063
H: -1.34 0.09 -0.18  -0.045
H: 1.09 1.34 -1.11  -0.028
H: -0.44 1.01 -1.90  -0.113
H: 0.94 0.46 -2.69  0.003

DFT (ωB97M-V with the def2-TZVPD basis set) results for a molecular structure, C3H6N2O2S at a distorted geometry.

Orbital gap ... 7.924 eV
Highest occupied orbital energy ... -8.53 eV
Energy relative to the best compared isomer or geometry (same formula, charge and spin) ... 195.56 kcal per mole

Each line ends with the natural charge from an NBO analysis.
Positions of all 14 atoms, in Å:
C: 2.28 2.17 1.44  -0.420
C: 0.20 0.92 1.21  0.207
C: -1.26 -1.09 -1.22  0.003
H: 3.05 1.43 1.52  0.197
H: 2.50 2.93 0.74  0.220
H: 1.95 2.63 2.28  0.205
H: 0.98 0.76 -1.20  0.514
H: 0.03 1.10 2.29  0.223
H: -1.42 -0.82 -2.43  0.210
N: 1.28 1.60 0.64  -0.157
N: -0.54 0.03 0.64  -0.237
O: 1.99 1.19 -0.56  -0.587
O: -0.05 -0.38 -0.67  -0.462
S: -2.19 -2.36 -0.68  0.084

DFT (ωB97M-V with the def2-TZVPD basis set) results for a molecular structure, C28H24F4N8NiOSSe2Si.

Orbital gap (alpha / beta) ... 3.076 / 3.072 eV
Highest occupied orbital energy (alpha / beta) ... -7.35 / -7.35 eV
Energy relative to the best compared isomer or geometry (same formula, charge and spin) ... 19.07 kcal per mole

Each line ends with the natural charge from an NBO analysis.
Positions of all 70 atoms, in Å:
Ni: 0.70 0.95 0.94  0.956
C: 3.51 5.44 2.42  -1.118
Si: 1.99 5.38 3.49  1.626
C: 0.56 6.31 2.71  -1.115
C: 2.35 6.10 5.18  -1.118
C: 1.49 3.57 3.75  -0.493
C: 1.53 2.95 4.99  -0.120
C: 1.25 1.59 5.15  -0.276
C: 0.95 0.86 4.02  0.055
N: 0.88 1.43 2.82  -0.538
C: 1.13 2.74 2.68  0.097
S: 0.97 3.12 0.99  -0.095
H: 3.93 6.44 2.42  0.241
H: 3.29 5.16 1.39  0.262
H: 4.27 4.75 2.78  0.248
H: 0.79 7.38 2.67  0.241
H: -0.35 6.19 3.30  0.237
H: 0.36 5.97 1.70  0.250
H: 2.64 7.15 5.07  0.246
H: 3.18 5.59 5.67  0.239
H: 1.48 6.07 5.83  0.236
H: 1.79 3.53 5.87  0.221
H: 1.30 1.11 6.11  0.225
H: 0.77 -0.21 4.07  0.189
C: -2.43 2.44 0.13  -0.799
Se: -1.07 1.50 -0.89  0.340
C: -2.32 0.45 -1.96  -0.588
C: -3.27 -0.51 -1.27  -0.573
Se: -2.47 -2.07 -0.43  0.216
C: -1.85 -2.94 -2.05  -0.779
H: -3.12 2.92 -0.56  0.219
H: -1.90 3.19 0.71  0.253
H: -2.95 1.76 0.80  0.209
H: -1.73 -0.05 -2.73  0.236
H: -2.91 1.22 -2.47  0.230
H: -3.98 -0.89 -2.00  0.229
H: -3.85 -0.01 -0.50  0.228
H: -2.69 -3.17 -2.70  0.225
H: -1.37 -3.87 -1.74  0.237
H: -1.12 -2.32 -2.56  0.220
N: 1.28 -0.57 -1.87  -0.853
C: 2.32 0.22 -1.42  0.663
O: 2.32 0.60 -0.21  -0.777
C: 3.33 0.59 -2.33  -0.539
C: 3.30 0.05 -3.64  0.300
N: 3.17 -0.43 -4.68  -0.405
C: 4.35 1.49 -1.92  0.315
N: 5.17 2.22 -1.60  -0.379
H: 1.38 -0.99 -2.78  0.410
H: 0.78 -1.09 -1.17  0.389
F: -1.62 -5.10 4.09  -0.265
C: -2.38 -4.04 3.87  0.321
C: -3.68 -4.09 4.22  0.409
F: -4.14 -5.19 4.79  -0.269
C: -4.60 -2.99 3.98  -0.071
C: -3.99 -1.82 3.38  0.350
C: -2.70 -1.78 3.02  0.383
F: -2.22 -0.64 2.53  -0.283
C: -1.80 -2.90 3.19  -0.023
C: -0.50 -2.89 2.76  -0.235
C: 0.01 -1.82 1.96  0.396
N: 0.35 -0.95 1.31  -0.346
C: 0.44 -3.95 2.99  0.251
N: 1.25 -4.74 3.19  -0.202
F: -4.73 -0.74 3.20  -0.265
C: -5.92 -3.05 4.30  -0.158
C: -6.53 -4.19 4.93  0.236
N: -7.09 -5.05 5.45  -0.195
C: -6.85 -2.00 4.04  0.240
N: -7.62 -1.18 3.79  -0.198

DFT (ωB97M-V with the def2-TZVPD basis set) results for a single C4H7NOS2 molecule at a distorted geometry.

Structure (SMILES) ... O[C@H]1CSN(C=S)C1
Orbital gap ... 8.519 eV
Highest occupied orbital energy ... -8.19 eV
Energy relative to the best compared isomer or geometry (same formula, charge and spin) ... 76.93 kcal per mole

Each line ends with the natural charge from an NBO analysis.
Positions of all 15 atoms, in Å:
O: 2.61 0.02 0.15  -0.683
C: 1.28 -0.19 -0.37  0.084
C: 0.76 -1.49 0.34  -0.504
S: -1.15 -1.55 -0.12  0.383
N: -1.22 0.21 0.04  -0.527
C: -2.43 0.65 0.32  -0.045
S: -3.80 -0.32 -0.10  -0.203
C: 0.09 0.93 -0.16  -0.262
H: 2.73 0.79 -0.34  0.459
H: 1.53 -0.31 -1.44  0.185
H: 1.21 -2.11 -0.27  0.214
H: 0.94 -1.57 1.43  0.238
H: -2.60 1.75 0.70  0.221
H: 0.12 1.43 0.80  0.219
H: -0.07 1.76 -0.98  0.222

Which formula does entry 7 have?
C4H7NOS2